Arrangement i

18
Properties=species:S:1:pos:R:3 method="wB97M-V/def2-TZVPD" smiles="SC1[C@@H]2CC=CC[C@@H]12" mol_weight_g_mol=126.224 homo_energy_ev=-7.8902 e_lumo_ev=0.47
S 0.771 2.312 -1.925
C 0.958 1.669 -0.497
C 0.596 -1.211 -0.883
C -0.182 0.865 0.142
C -0.787 0.558 1.395
C -1.104 -0.975 1.112
C -0.515 -1.850 0.232
C 0.954 0.120 -0.202
H 1.545 -1.708 -1.199
H -0.593 -3.045 0.082
H -0.953 0.619 -0.670
H -1.605 -1.420 1.999
H 0.076 -1.340 -1.800
H -1.812 0.918 1.598
H -0.171 0.786 2.321
H -0.767 1.883 -2.366
H 1.711 -0.092 0.546
H 1.878 1.910 0.114

Arrangement ii

18
Properties=species:S:1:pos:R:3 method="wB97M-V/def2-TZVPD" mol_weight_g_mol=126.224 homo_energy_ev="-8.9300 / -7.4715" e_lumo_ev="0.55 / -1.64"
S -0.623 3.012 -0.360
C 1.863 -2.092 -1.616
C -0.694 -0.059 0.424
C -1.513 2.209 0.990
C -0.710 0.991 1.449
C 0.370 -1.059 0.272
C 0.577 -1.461 -1.188
C 1.696 -0.852 -1.973
H 0.090 -1.971 0.826
H -1.504 -0.089 -0.287
H 2.443 -2.982 -1.593
H -1.160 0.606 2.377
H 0.312 1.297 1.699
H -2.497 1.907 0.632
H 1.311 -0.705 0.702
H -0.349 -1.728 -1.692
H -1.638 2.941 1.793
H 2.025 0.035 -2.454

Arrangement iii

18
Properties=species:S:1:pos:R:3 method="wB97M-V/def2-TZVPD" smiles="C=CC1(C=C)CSC1" mol_weight_g_mol=126.224 homo_energy_ev=-8.5813 e_lumo_ev=0.75
S 2.318 0.909 -0.118
C -2.112 1.458 -0.360
C -0.086 0.139 0.042
C -1.274 1.004 0.490
C 0.784 0.668 -1.115
C 1.360 0.343 1.242
C 0.581 -2.236 -0.171
C -0.331 -1.333 0.086
H 0.956 -0.281 -1.715
H -1.323 -1.827 0.380
H 1.648 -0.600 1.484
H 0.559 -3.351 -0.116
H 1.074 0.953 2.038
H 0.359 1.531 -1.647
H -2.264 1.087 -1.359
H 1.715 -2.038 -0.427
H -1.115 1.350 1.422
H -2.849 2.224 -0.154

Verdict on stability: arrangement iii comes out on top.

Arrangement i

10
Properties=species:S:1:pos:R:3 method="wB97M-V/def2-TZVPD" total_charge=+1 smiles="C=[N+]1C=C1C=O" mol_weight_g_mol=82.082 homo_energy_ev=-15.8679 e_lumo_ev=-6.05
O -2.198 -0.763 -0.006
N 0.735 -0.123 -0.045
C 0.753 1.280 -0.030
C -1.863 0.381 0.039
C -0.429 0.692 -0.055
C 1.228 -1.272 -0.027
H 0.567 -2.130 -0.039
H -2.523 1.247 0.185
H 2.300 -1.418 -0.004
H 1.429 2.106 -0.017

Arrangement ii

10
Properties=species:S:1:pos:R:3 method="wB97M-V/def2-TZVPD" total_charge=+1 mol_weight_g_mol=82.082 homo_energy_ev=-15.0135 e_lumo_ev=-6.10
O -1.067 1.660 0.461
N 1.822 0.872 -0.049
C 1.284 -0.108 0.202
C -0.940 -0.785 0.111
C -1.252 0.670 -0.173
C 0.343 -1.136 0.350
H 0.766 -2.002 0.668
H 2.468 1.602 -0.240
H -1.803 -1.442 -0.030
H -1.621 0.670 -1.301

Verdict on stability: arrangement ii comes out on top.

Arrangement i

8
Properties=species:S:1:pos:R:3 method="wB97M-V/def2-TZVPD" mol_weight_g_mol=81.506 homo_energy_ev="-8.7720 / -8.7724" e_lumo_ev="-0.58 / -0.58"
Cl -2.561 0.087 -0.035
N -0.330 -0.005 -0.799
N 0.155 1.104 -0.277
N 0.130 -1.133 -0.258
H 0.343 1.167 0.793
H -0.212 -1.912 -0.641
H 0.277 -1.381 0.781
H -0.301 1.918 -0.661

Arrangement ii

8
Properties=species:S:1:pos:R:3 method="wB97M-V/def2-TZVPD" mol_weight_g_mol=81.506 homo_energy_ev=-10.1760 e_lumo_ev=-0.61
Cl 2.595 0.793 -0.636
N -1.027 -1.553 -0.304
N 1.057 0.437 0.268
N 0.329 1.275 0.641
H 0.189 2.200 0.146
H -0.032 -1.457 0.042
H -1.332 -0.505 -0.523
H -1.779 -1.189 0.365

Verdict on stability: arrangement i comes out on top.

Arrangement i

13
Properties=species:S:1:pos:R:3 method="wB97M-V/def2-TZVPD" mol_weight_g_mol=118.161 homo_energy_ev=-9.0250 e_lumo_ev=-0.34
S 2.042 -0.400 0.778
O 2.233 1.902 -1.122
N 1.195 0.898 -1.313
N -0.557 -0.215 -0.382
C -1.457 -0.268 0.882
C 0.892 0.098 -0.255
C -1.101 -1.455 0.031
H -2.488 0.227 0.804
H -0.999 -0.194 1.885
H 2.553 2.163 0.271
H -2.107 -1.740 -0.533
H 0.300 1.307 -1.790
H -0.505 -2.323 0.743

Arrangement ii

13
Properties=species:S:1:pos:R:3 method="wB97M-V/def2-TZVPD" smiles="CN/N=C/C(=O)S" mol_weight_g_mol=118.161 homo_energy_ev=-9.2125 e_lumo_ev=0.32
S -0.193 2.342 0.204
O -1.108 0.788 -1.635
N 0.018 -1.429 -0.433
N 0.593 -2.340 0.146
C 1.047 -2.218 1.565
C -0.472 0.787 -0.590
C 0.148 -0.282 -0.008
H 1.764 -1.398 1.888
H 0.314 -3.321 -0.097
H 1.806 -3.081 1.607
H 0.136 -2.086 2.342
H 0.595 -0.150 0.886
H -1.271 2.925 -0.607

Arrangement iii

13
Properties=species:S:1:pos:R:3 method="wB97M-V/def2-TZVPD" mol_weight_g_mol=118.161 homo_energy_ev="-7.0091 / -7.0068" e_lumo_ev="-0.74 / -0.75"
S -0.971 1.913 -1.588
O -0.882 0.256 1.892
N -1.279 0.959 0.845
N 0.358 -0.102 -0.302
C 0.120 -1.510 -0.075
C 1.467 0.432 -0.486
C -0.802 0.840 -0.405
H 2.446 -0.063 -0.216
H 1.401 1.563 -0.661
H 0.824 -2.073 0.549
H -2.033 1.593 1.086
H -0.822 -1.731 0.317
H 0.175 -2.076 -0.955

Arrangement iv

13
Properties=species:S:1:pos:R:3 method="wB97M-V/def2-TZVPD" smiles="C=NOCSN=C" mol_weight_g_mol=118.161 homo_energy_ev=-8.7044 e_lumo_ev=0.73
S 0.898 1.341 0.561
O 0.894 -0.725 -1.228
N -0.250 -1.472 -0.832
N -0.134 0.973 1.771
C -0.903 -1.681 -1.928
C 1.547 -0.162 -0.106
C -1.113 1.833 1.921
H -1.147 2.864 1.374
H 2.557 -0.067 -0.452
H 1.679 -0.894 0.810
H -0.351 -1.329 -2.794
H -1.881 -2.290 -1.900
H -1.796 1.608 2.804

Verdict on stability: arrangement ii comes out on top.

Arrangement i

13
Properties=species:S:1:pos:R:3 method="wB97M-V/def2-TZVPD" mol_weight_g_mol=118.161 homo_energy_ev="-8.3796 / -8.4448" e_lumo_ev="-0.97 / -0.97"
S 2.510 -1.251 -1.214
O -1.752 0.657 0.375
N -0.355 0.401 0.120
N 2.747 -1.747 0.285
C -0.185 -0.035 -1.131
C -1.857 1.266 1.667
C 1.045 -0.601 -1.632
H 1.151 -0.579 -2.676
H -0.908 0.091 -1.962
H 3.329 -2.520 0.121
H -2.807 0.932 2.219
H -1.942 2.309 1.559
H -0.978 1.076 2.271

Arrangement ii

13
Properties=species:S:1:pos:R:3 method="wB97M-V/def2-TZVPD" mol_weight_g_mol=118.161 homo_energy_ev=-8.4537 e_lumo_ev=0.39
S -2.111 0.939 0.719
O -2.659 -0.408 0.381
N 0.418 -2.347 0.895
N -0.253 0.720 0.555
C -0.463 -2.442 0.175
C 0.190 0.938 -0.630
C 1.721 0.702 -0.640
H 0.254 0.473 1.353
H 2.119 0.883 -1.588
H 1.678 -0.308 -0.181
H -1.953 1.823 -0.387
H -1.203 -2.395 -0.647
H 2.262 1.424 -0.004

Verdict on stability: arrangement ii comes out on top.

Arrangement i

16
Properties=species:S:1:pos:R:3 method="wB97M-V/def2-TZVPD" smiles=CSS.O.O.O mol_weight_g_mol=134.222 homo_energy_ev=-8.7424 e_lumo_ev=-0.12
S 1.316 1.757 -2.996
S 0.208 2.268 -1.166
O -4.062 -1.680 1.386
O 1.241 -1.211 -0.891
O 0.551 -1.832 1.925
C 1.288 2.478 0.324
H 0.826 -1.877 0.987
H 0.926 1.760 1.033
H 0.866 -0.314 -1.032
H 1.284 -1.734 -1.738
H -4.687 -2.375 1.262
H -3.113 -2.060 1.432
H 2.319 2.507 0.528
H 0.139 1.250 -3.516
H 1.051 3.493 0.639
H -0.153 -2.429 1.822

Arrangement ii

16
Properties=species:S:1:pos:R:3 method="wB97M-V/def2-TZVPD" smiles=CSS.O.O.O mol_weight_g_mol=134.222 homo_energy_ev=-8.8145 e_lumo_ev=0.40
S -1.640 -1.347 -1.567
S -1.236 -0.186 -3.224
O 0.583 1.493 1.847
O 3.354 -2.667 2.285
O 0.400 1.830 -1.029
C -2.475 -0.162 -0.499
H -2.944 0.611 -1.137
H -1.769 0.333 0.174
H 0.768 0.586 2.091
H 3.660 -1.807 1.961
H 1.029 1.849 1.073
H -0.350 1.936 -1.625
H 0.092 -0.384 -3.230
H -3.290 -0.662 0.037
H -0.010 1.397 -0.274
H 3.828 -2.820 3.117

Verdict on stability: arrangement ii comes out on top.